Formula: C17H15GeNS4SeY
Source: the Open Molecules 2025 dataset
Level of theory: ωB97M-V/def2-TZVPD

Computed properties:
- net charge = +1
- HOMO-LUMO gap (spin up / spin down) (eV) = 4.03 / 5.11

Last column: Löwdin charge in e.
Element x y z (Å)
Y 1.820 0.876 0.932  0.738
S 1.131 1.617 3.604  0.113
S 2.258 1.095 5.092  0.089
S 3.866 -0.004 4.474  0.113
S 3.904 -0.174 2.535  0.048
Se 3.285 -0.756 -0.537  0.608
C 2.733 0.046 -2.194  -0.653
C 2.843 1.413 -2.413  -0.143
C 2.412 1.921 -3.636  -0.139
N 1.909 1.166 -4.603  0.083
C 1.824 -0.144 -4.380  -0.144
C 2.215 -0.755 -3.198  -0.118
H 3.287 2.076 -1.678  0.084
H 2.489 2.984 -3.840  0.113
H 1.416 -0.742 -5.187  0.118
H 2.109 -1.823 -3.069  0.110
Ge -0.160 -1.042 1.427  0.860
C -1.619 -0.295 2.513  -0.417
C -1.995 1.038 2.344  -0.188
C -2.982 1.617 3.129  -0.082
C -3.606 0.863 4.115  -0.074
C -3.242 -0.463 4.298  -0.072
C -2.258 -1.038 3.501  -0.121
C -0.596 -1.027 -0.491  -0.388
C -0.604 0.231 -1.106  -0.192
C -0.781 0.381 -2.476  -0.081
C -0.952 -0.750 -3.259  -0.087
C -0.939 -2.009 -2.669  -0.060
C -0.756 -2.149 -1.298  -0.095
H 0.126 -2.452 1.973  -0.036
H -1.532 1.647 1.567  0.073
H -3.267 2.650 2.972  0.108
H -4.376 1.306 4.732  0.109
H -3.731 -1.057 5.060  0.109
H -1.992 -2.077 3.654  0.095
H -0.531 1.145 -0.497  0.063
H -0.796 1.366 -2.926  0.117
H -1.094 -0.650 -4.327  0.116
H -1.076 -2.890 -3.282  0.116
H -0.744 -3.139 -0.860  0.107



Formula: C17H15I2N6O2S2V
Source: the Open Molecules 2025 dataset
Level of theory: ωB97M-V/def2-TZVPD

Computed properties:
- expectation value of S² = 3.7631
- net charge = +1
- 2S+1 = 4
- HOMO-LUMO gap (spin up / spin down) (eV) = 6.73 / 7.24

Last column: Löwdin charge in e.
Element x y z (Å)
V 0.811 -0.343 0.397  0.857
N 2.234 -3.032 -1.421  0.125
C 3.082 -2.063 -0.991  -0.659
N 2.686 -1.023 -0.300  -0.005
C 3.756 -0.170 -0.040  -0.310
C 4.953 -0.601 -0.478  -0.321
S 4.776 -2.107 -1.299  1.109
C 3.415 1.102 0.599  -0.310
C 4.245 2.085 0.991  -0.325
S 3.339 3.425 1.586  1.107
C 1.880 2.566 1.266  -0.659
N 2.050 1.359 0.777  0.004
N 0.670 3.107 1.537  0.129
H 1.276 -2.738 -1.532  0.095
H 2.570 -3.677 -2.115  0.105
H 5.914 -0.121 -0.403  0.085
H 5.320 2.113 0.952  0.086
H 0.611 4.093 1.723  0.107
H -0.135 2.684 1.106  0.083
I -0.694 0.698 -4.432  0.946
C -1.618 1.076 -2.616  -0.657
C -2.874 1.707 -2.578  -0.213
C -3.530 1.942 -1.398  -0.680
I -5.391 2.879 -1.446  0.949
C -2.943 1.541 -0.173  -0.212
C -3.526 1.688 1.108  -0.025
C -2.872 1.232 2.218  -0.033
C -1.612 0.632 2.076  -0.112
N -1.020 0.490 0.906  -0.016
C -1.673 0.925 -0.223  -0.158
C -0.976 0.678 -1.457  -0.457
O 0.177 0.077 -1.404  -0.224
H -3.332 2.009 -3.510  0.082
H -4.496 2.158 1.198  0.068
H -3.308 1.331 3.202  0.114
H -1.068 0.276 2.944  0.125
C -1.897 -2.590 -0.492  0.037
C -0.910 -2.921 0.586  -0.514
N -1.127 -4.000 1.335  0.212
O 0.082 -2.201 0.799  -0.077
H -2.367 -3.480 -0.905  0.096
H -1.402 -2.023 -1.278  0.084
H -2.677 -1.955 -0.064  0.106
H -1.916 -4.600 1.173  0.125
H -0.483 -4.227 2.075  0.132



Formula: C17H15LiN3O5
Source: the Open Molecules 2025 dataset
Level of theory: ωB97M-V/def2-TZVPD

Computed properties:
- net charge = -1
- HOMO-LUMO gap (eV) = 3.71

Last column: Löwdin charge in e.
Element x y z (Å)
Li -1.557 0.902 0.348  0.596
C -3.174 2.576 -0.155  -1.023
O -4.045 3.429 -0.563  -0.174
O -2.332 2.045 -0.981  -0.263
O -3.170 2.178 1.084  -0.248
C 4.463 1.188 -2.011  -0.067
C 3.419 1.278 -1.093  -0.068
C 2.105 1.066 -1.477  0.001
C 1.760 0.948 -2.813  -0.128
C 2.776 0.974 -3.771  -0.009
C 4.085 1.053 -3.350  -0.093
N 0.374 0.699 -3.161  -0.342
O 0.033 0.786 -4.324  0.083
O -0.401 0.515 -2.248  0.079
H 5.470 1.224 -1.624  0.099
H 3.607 1.380 -0.030  0.104
H 1.320 0.897 -0.754  0.088
H 2.622 0.851 -4.833  0.116
H 4.823 1.095 -4.144  0.100
N -2.771 -0.934 0.694  0.031
C -2.658 -1.668 1.790  -0.144
C -3.335 -2.874 1.940  -0.080
C -4.266 -3.208 0.963  -0.102
C -4.497 -2.366 -0.127  -0.050
C -3.721 -1.198 -0.189  -0.106
H -1.816 -1.453 2.440  0.096
H -3.067 -3.687 2.603  0.093
H -4.708 -4.198 0.997  0.094
H -5.197 -2.639 -0.901  0.095
H -3.931 -0.467 -0.962  0.125
N 0.361 0.316 1.508  0.031
C 1.121 -0.772 1.286  -0.159
C 2.225 -1.119 2.044  -0.065
C 2.472 -0.350 3.191  -0.082
C 1.812 0.854 3.332  -0.063
C 0.715 1.129 2.502  -0.105
H 0.867 -1.252 0.348  0.115
H 2.728 -2.051 1.831  0.100
H 3.332 -0.618 3.792  0.101
H 2.018 1.434 4.222  0.101
H 0.137 2.039 2.594  0.122



Formula: C17H16BrN3O3S
Source: the Open Molecules 2025 dataset
Level of theory: ωB97M-V/def2-TZVPD

Computed properties:
- structure (SMILES) = COC(=O)Cc1ccc(NC(=S)NNC(=O)c2ccccc2Br)cc1
- HOMO-LUMO gap (eV) = 8.67

Last column: Löwdin charge in e.
Element x y z (Å)
C 3.150 1.621 -4.514  -0.043
H 2.710 1.304 -5.456  0.093
H 3.630 2.596 -4.622  0.097
H 3.894 0.898 -4.175  0.100
O 2.080 1.699 -3.581  -0.032
C 2.394 2.114 -2.352  -0.508
O 3.500 2.435 -2.010  0.118
C 1.179 2.075 -1.443  -0.039
C 1.194 0.737 -0.754  -0.233
C 0.354 -0.289 -1.166  -0.012
C 0.382 -1.522 -0.541  -0.019
C 1.254 -1.743 0.520  -0.256
C 2.130 -0.732 0.910  -0.015
C 2.097 0.495 0.276  -0.031
H 2.781 1.274 0.576  0.122
H 2.831 -0.914 1.711  0.116
N 1.299 -2.976 1.193  0.053
C 0.296 -3.883 1.329  -0.896
N -0.987 -3.445 1.410  0.014
N -1.352 -2.135 1.674  0.075
C -2.267 -1.477 0.902  -0.491
O -2.815 -1.992 -0.042  0.052
C -2.502 -0.070 1.346  -0.171
C -3.786 0.469 1.372  -0.590
C -3.994 1.797 1.710  -0.120
C -2.913 2.606 2.010  -0.070
C -1.629 2.086 1.984  -0.065
C -1.426 0.758 1.659  -0.026
H -0.422 0.364 1.616  0.097
H -0.783 2.715 2.215  0.107
H -3.076 3.642 2.264  0.108
H -4.999 2.189 1.732  0.100
Br -5.302 -0.611 0.998  0.816
H -0.980 -1.714 2.516  0.164
H -1.706 -4.156 1.477  0.140
S 0.616 -5.489 1.510  0.614
H 2.219 -3.358 1.369  0.128
H -0.264 -2.314 -0.886  0.121
H -0.329 -0.130 -1.986  0.128
H 1.267 2.881 -0.714  0.130
H 0.276 2.193 -2.038  0.125



Formula: C17H16Cl2MgN2O2
Source: the Open Molecules 2025 dataset
Level of theory: ωB97M-V/def2-TZVPD

Computed properties:
- HOMO-LUMO gap (eV) = 6.98

Last column: Löwdin charge in e.
Element x y z (Å)
Mg -0.319 -1.244 -0.656  0.723
Cl 5.902 -1.436 3.106  0.663
C 4.582 -1.538 1.983  -0.675
C 4.856 -1.542 0.604  -0.112
C 3.834 -1.625 -0.298  -0.576
Cl 4.175 -1.640 -1.992  0.716
C 2.456 -1.697 0.096  -0.390
O 1.527 -1.805 -0.765  -0.126
C 2.225 -1.659 1.511  -0.135
C 0.892 -1.664 2.024  -0.156
O -0.150 -1.510 1.374  -0.031
C 3.297 -1.606 2.428  -0.068
H 5.879 -1.488 0.257  0.110
H 0.802 -1.808 3.113  0.141
H 3.082 -1.605 3.490  0.116
C -4.650 -1.114 -0.030  -0.102
C -3.135 -0.962 0.157  -0.549
C -2.813 0.506 0.446  -0.100
C -2.360 -1.491 -1.066  -0.232
H -5.202 -0.773 0.852  0.069
H -4.911 -2.157 -0.213  0.070
H -4.978 -0.526 -0.891  0.076
H -2.846 -1.543 1.039  0.112
H -2.959 1.114 -0.453  0.076
H -1.779 0.630 0.785  0.051
H -3.463 0.903 1.229  0.076
H -2.697 -0.924 -1.946  0.023
H -2.670 -2.526 -1.243  0.023
N -0.247 6.118 -1.002  0.183
C -0.099 4.983 -1.097  -0.163
C 0.057 3.563 -1.201  -0.202
C 0.791 2.861 -0.248  0.022
C 0.863 1.486 -0.366  -0.091
N 0.263 0.807 -1.346  0.033
C -0.412 1.487 -2.272  -0.092
C -0.540 2.862 -2.247  0.017
H 1.284 3.381 0.561  0.128
H 1.428 0.898 0.351  0.121
H -0.871 0.899 -3.057  0.127
H -1.093 3.383 -3.015  0.128



Formula: C17H16Cl2N4O8Os
Source: the Open Molecules 2025 dataset
Level of theory: ωB97M-V/def2-TZVPD

Computed properties:
- expectation value of S² = 6.0334
- net charge = +2
- 2S+1 = 5
- HOMO-LUMO gap (spin up / spin down) (eV) = 7.88 / 5.62

Last column: Löwdin charge in e.
Element x y z (Å)
Os 1.043 0.648 -0.839  1.681
N 2.366 1.973 -1.891  -0.103
C 2.788 1.451 -3.234  -0.203
C 1.603 1.244 -4.165  -0.173
C 0.712 0.056 -3.844  -0.193
N -0.066 0.258 -2.579  -0.099
H 1.917 2.878 -2.037  0.121
H 3.200 2.176 -1.339  0.115
H 3.322 0.514 -3.067  0.129
H 3.491 2.157 -3.674  0.135
H 2.003 1.084 -5.168  0.138
H 1.009 2.162 -4.236  0.130
H 1.303 -0.853 -3.719  0.132
H 0.006 -0.118 -4.655  0.137
H -0.632 -0.570 -2.382  0.113
H -0.741 1.011 -2.730  0.131
Cl 0.836 2.730 6.183  0.890
C 1.224 2.226 4.624  -0.600
C 2.367 1.460 4.392  -0.062
C 2.666 1.051 3.116  -0.544
Cl 4.032 0.109 2.801  0.884
C 1.803 1.390 1.998  -0.331
O 2.127 0.982 0.845  -0.177
C 0.639 2.196 2.270  -0.110
C -0.310 2.582 1.243  -0.103
O -0.254 2.276 0.050  -0.065
C 0.367 2.593 3.554  0.028
H 3.011 1.184 5.217  0.136
H -1.147 3.211 1.566  0.162
H -0.513 3.184 3.778  0.141
O 0.115 -0.612 2.068  0.112
C -0.023 -1.326 1.101  -0.483
O -0.055 -0.825 -0.149  -0.248
C -0.137 -2.802 1.173  -0.100
C -0.318 -3.391 2.422  0.094
C -0.402 -4.765 2.496  -0.084
C -0.301 -5.583 1.385  0.120
C -0.121 -4.960 0.166  -0.091
C -0.044 -3.590 0.035  0.073
N 0.000 -5.783 -1.060  -0.345
O 0.027 -6.979 -0.919  0.135
O 0.085 -5.182 -2.112  0.083
N -0.599 -5.390 3.828  -0.346
O -0.587 -6.595 3.870  0.127
O -0.739 -4.636 4.764  0.104
H -0.399 -2.797 3.320  0.138
H -0.359 -6.659 1.471  0.146
H 0.085 -3.168 -0.949  0.121